{"formula": "C4H9NO2", "method": "ωB97M-V with the def2-TZVPD basis set", "e_homo_ev": -8.8952, "smiles": "[H]/N=C(\\C)CO.C=O", "lumo_energy_ev": 0.319, "symbols": ["H", "N", "C", "C", "C", "O", "H", "H", "H", "H", "H", "H", "C", "O", "H", "H"], "xyz": [[-0.6397, -2.5425, -0.2679], [-1.0453, -1.7255, 0.1864], [-0.1791, -0.8843, 0.5759], [1.3160, -0.9923, 0.5050], [-0.7006, 0.6326, 0.7874], [0.1982, 1.6164, 1.0719], [1.6201, -2.0328, 0.3998], [1.6807, -0.4297, -0.3563], [1.7672, -0.5595, 1.3964], [-1.7825, 0.7686, 0.7268], [-0.6948, -0.0720, 1.7868], [0.6616, 1.8203, 0.2243], [-0.5651, 1.0747, -1.7031], [0.5572, 1.5483, -1.5608], [-0.7244, 0.0722, -2.1257], [-1.4695, 1.7055, -1.6470]]}